[1]
104
Properties=species:S:1:pos:R:3 method="wB97M-V/def2-TZVPD" gap_ev=10.29 lumo_ev=-0.20 de_lowest_kj_mol=497.01 charge=0 spin_multiplicity=1 e_tot_ev=-83100.1748 smiles="C[C@H]1COC(=O)O1.C[C@H]1COC(=O)O1.C[C@H]1COC(=O)O1.C[C@H]1COC(=O)O1.C[C@H]1COC(=O)O1.C[C@H]1COC(=O)O1.C[C@H]1COC(=O)O1.C[C@H]1COC(=O)O1"
C -17.96970 30.68989 9.04460
C -17.85947 30.02845 10.46431
C -19.10190 29.19527 10.63941
O -18.68509 27.93585 11.01794
C -17.36282 27.96284 11.17449
O -16.69942 27.07510 11.71124
O -16.88087 29.10120 10.57553
H -17.02240 31.11738 8.71600
H -18.80077 31.39476 9.02041
H -18.20819 29.96374 8.26748
H -17.77714 30.63409 11.36682
H -19.75831 29.14993 9.77041
H -19.70844 29.35776 11.53037
C -22.43133 19.87162 16.75537
C -21.44356 19.65585 15.61562
C -21.79717 20.39155 14.30295
O -20.75165 21.29933 14.15401
C -19.98323 21.23013 15.30193
O -19.00716 21.99266 15.49838
O -20.24651 20.23988 15.99872
H -22.05705 19.36956 17.64753
H -23.39642 19.37109 16.67670
H -22.57504 20.93875 16.92468
H -21.23305 18.58765 15.56333
H -22.80066 20.81425 14.35216
H -21.70577 19.60759 13.55118
C -23.62090 28.01116 14.17285
C -23.59027 26.91884 15.25844
C -24.96061 26.50146 15.82067
O -25.11115 25.18393 15.45392
C -23.96999 24.69458 14.92611
O -23.92092 23.51169 14.48361
O -23.11575 25.65877 14.80400
H -22.60436 28.39420 14.08332
H -24.16594 28.87392 14.55584
H -24.10079 27.73289 13.23456
H -22.97309 27.29170 16.07585
H -25.65016 27.13588 15.26379
H -25.00624 26.69987 16.89149
C -20.00310 18.98092 10.48595
C -21.24480 18.55097 9.67915
C -22.20550 19.74550 9.44695
O -22.63941 19.37706 8.07076
C -21.81991 18.51376 7.50738
O -21.89498 18.03695 6.40669
O -20.89526 18.16775 8.34426
H -19.41781 19.74072 9.96804
H -19.49255 18.04693 10.72068
H -20.30025 19.42616 11.43546
H -21.77958 17.77530 10.22729
H -21.53984 20.60256 9.54923
H -23.06731 19.57854 10.09309
C -26.65194 21.62015 12.83212
C -27.17219 22.93557 12.11224
C -27.51362 22.89003 10.62341
O -28.70974 23.56675 10.54339
C -29.05201 24.01250 11.77420
O -30.02515 24.79525 12.02802
O -28.22127 23.53872 12.67485
H -25.78386 21.13490 12.38595
H -27.38493 20.81504 12.88336
H -26.38353 21.99748 13.81887
H -26.28164 23.56277 12.07179
H -27.56949 21.86546 10.25567
H -26.64890 23.31917 10.11724
C -15.58734 21.56329 10.87898
C -17.09087 21.93762 11.09071
C -17.34670 23.04604 12.06703
O -17.80082 24.00986 11.20649
C -17.92124 23.65236 9.88639
O -18.25024 24.29902 8.93422
O -17.50691 22.39548 9.82094
H -15.49518 20.75620 10.15221
H -15.33897 21.05640 11.81144
H -14.94306 22.42601 10.70952
H -17.52291 20.98968 11.41142
H -16.40201 23.31449 12.53990
H -18.07182 22.74085 12.82145
C -20.10430 25.22711 16.92237
C -19.26277 24.49036 17.93588
C -17.80806 24.66060 17.68404
O -17.18012 24.72333 18.95921
C -18.13530 24.91589 19.91254
O -17.97598 25.10027 21.12623
O -19.31577 24.94978 19.31311
H -19.75689 26.23320 16.68748
H -21.13424 25.39766 17.23580
H -20.22390 24.63206 16.01699
H -19.60262 23.45472 17.94271
H -17.63511 25.50921 17.02218
H -17.52552 23.68942 17.27774
C -20.43153 25.32184 12.62867
C -21.03934 25.10476 11.32005
C -21.45136 23.71327 11.01603
O -22.77929 23.75146 10.68311
C -23.32438 24.95430 10.98900
O -24.47953 25.21306 10.94834
O -22.30570 25.75237 11.42829
H -19.50960 24.75297 12.74920
H -21.11711 25.00968 13.41648
H -20.14246 26.32960 12.92694
H -20.48730 25.42860 10.43773
H -21.40500 22.98103 11.82211
H -20.96615 23.31112 10.12667

---

[2]
104
Properties=species:S:1:pos:R:3 method="wB97M-V/def2-TZVPD" gap_ev=9.39 lumo_ev=-0.73 de_lowest_kj_mol=446.76 charge=0 spin_multiplicity=1 e_tot_ev=-83100.6956 smiles="C[C@H]1COC(=O)O1.C[C@H]1COC(=O)O1.C[C@H]1COC(=O)O1.C[C@H]1COC(=O)O1.C[C@H]1COC(=O)O1.C[C@H]1COC(=O)O1.C[C@H]1COC(=O)O1.C[C@H]1COC(=O)O1"
C -2.31891 -3.77305 5.13344
C -3.03647 -3.86744 3.73380
C -3.50853 -2.64003 3.02039
O -2.65084 -2.62669 1.87477
C -1.92104 -3.66420 1.79522
O -1.23906 -3.90347 0.81538
O -2.06803 -4.41125 2.82585
H -1.63260 -2.93822 5.27536
H -1.84038 -4.73435 5.32052
H -3.17900 -3.71863 5.80079
H -3.87997 -4.55597 3.78421
H -3.35235 -1.74505 3.62265
H -4.57925 -2.54102 2.84190
C 2.61864 3.86297 -2.69294
C 3.47371 2.64252 -2.51943
C 2.91120 1.37583 -3.20502
O 3.95261 0.90470 -3.98388
C 5.02088 1.69286 -3.93477
O 6.05256 1.42599 -4.59374
O 4.79737 2.76756 -3.13904
H 3.09935 4.72148 -2.22391
H 1.67195 3.49432 -2.29798
H 2.54353 4.21321 -3.72240
H 3.65536 2.46757 -1.45900
H 1.96501 1.54481 -3.71908
H 2.64076 0.61280 -2.47512
C 4.75443 0.34065 3.79198
C 3.36141 1.05145 3.67389
C 3.51526 2.52497 4.07246
O 3.00800 3.17337 2.95025
C 2.84728 2.42015 1.90086
O 2.53743 2.83737 0.77012
O 3.05049 1.11890 2.32307
H 4.75366 -0.56759 3.18931
H 5.00409 0.07482 4.81916
H 5.53189 0.98815 3.38648
H 2.62047 0.45597 4.20727
H 4.47136 2.95194 4.37524
H 2.88693 2.69788 4.94618
C -0.56386 -0.01907 -5.93705
C -1.84273 0.06496 -5.01246
C -2.81730 1.26397 -5.47665
O -3.99600 0.57354 -5.73840
C -3.83790 -0.73996 -5.45358
O -4.79269 -1.50215 -5.44321
O -2.60010 -1.09133 -5.18735
H -0.81342 -0.26859 -6.96834
H 0.16563 -0.74780 -5.58365
H -0.04486 0.92834 -5.79161
H -1.47004 0.24542 -4.00417
H -2.47193 1.74566 -6.39142
H -2.95111 1.90883 -4.60813
C -3.39710 -0.95307 -1.13882
C -4.59126 -0.14117 -1.62668
C -5.72352 -0.03998 -0.63866
O -6.11849 1.28017 -0.63249
C -5.13953 2.01051 -1.26681
O -5.12770 3.22887 -1.28777
O -4.15057 1.21122 -1.70216
H -3.51888 -2.01898 -1.33145
H -3.12023 -0.86715 -0.08807
H -2.47399 -0.65586 -1.63645
H -4.87975 -0.35903 -2.65499
H -5.44842 -0.33802 0.37307
H -6.49882 -0.72590 -0.98002
C 2.35060 -4.65489 2.89126
C 3.29068 -5.37484 3.89798
C 2.64184 -6.52991 4.73315
O 3.43005 -7.61029 4.36212
C 4.40327 -7.29289 3.50385
O 5.11508 -8.06566 2.86305
O 4.34627 -5.99484 3.23266
H 2.40908 -5.20850 1.95414
H 2.80141 -3.70792 2.59441
H 1.31347 -4.48029 3.17760
H 3.69311 -4.64397 4.59939
H 1.60205 -6.75736 4.49820
H 2.66553 -6.30940 5.80035
C 0.07974 5.10850 -0.40337
C -0.67696 4.86031 -1.63801
C -2.04183 4.27856 -1.62120
O -2.81668 5.14376 -2.36022
C -2.06723 6.12975 -2.80754
O -2.44564 7.17832 -3.41272
O -0.78447 6.00554 -2.34848
H 0.35478 4.24079 0.19623
H -0.47187 5.71031 0.31888
H 1.02017 5.61194 -0.62753
H -0.09113 4.10957 -2.16836
H -2.36207 4.27927 -0.57930
H -2.20303 3.25894 -1.97120
C 1.59910 -1.12891 0.99350
C 0.16335 -0.48443 0.57439
C -0.24521 0.75248 1.30139
O -0.49864 1.77358 0.36286
C -0.27934 1.15407 -0.85272
O -0.43428 1.78963 -1.86464
O 0.21388 -0.10807 -0.73832
H 2.55007 -0.65963 0.74145
H 1.77692 -2.00868 0.37507
H 1.62601 -1.46810 2.02903
H -0.56192 -1.29495 0.64619
H 0.49339 1.09209 2.02749
H -1.27420 0.63741 1.64205